No. 1
Molecular formula: C6H12O
Method: DFT, wB97M-V/def2-TZVPD

Results
ΔE to the lowest compared entry with this formula, charge and spin, kJ/mol: 133.83
Electronic energy, eV: -8462.967
Structure (SMILES): CC(C)[C@H]1C[C@H]1O
Strongest force on any atom, eV/Å: 0.433
Frontier orbital gap, Ha: 0.384

Geometry as ORCA input:
```
! wB97M-V def2-TZVPD RIJCOSX def2/J DEFGRID3
* xyz 0 1
C -1.873 -0.407 0.872
C -0.390 -0.053 0.667
C -0.080 1.334 1.249
C -0.020 -0.015 -0.802
C 1.389 0.384 -1.169
C 0.864 -0.963 -1.565
O 1.422 -2.116 -1.011
H -2.078 -1.480 0.786
H -2.220 -0.080 1.859
H -2.494 0.100 0.122
H 0.217 -0.814 1.183
H -0.307 1.379 2.317
H -0.676 2.091 0.722
H 0.967 1.631 1.119
H -0.797 0.443 -1.417
H 1.555 1.237 -1.819
H 2.084 0.359 -0.328
H 0.562 -1.170 -2.588
H 1.876 -1.861 -0.196
*
```

No. 2
Molecular formula: C6H12O2
Method: DFT, wB97M-V/def2-TZVPD

Results
ΔE to the lowest compared entry with this formula, charge and spin, kJ/mol: 382.19
Electronic energy, eV: -10508.346
Structure (SMILES): CCC(=O)O.C=CC
Strongest force on any atom, eV/Å: 6.735
Frontier orbital gap, Ha: 0.360

Geometry as ORCA input:
```
! wB97M-V def2-TZVPD RIJCOSX def2/J DEFGRID3
* xyz 0 1
C 1.692 0.695 -1.300
C 0.410 1.145 -0.647
C -0.953 0.065 -1.112
O -0.707 -0.669 -2.051
O -2.066 0.859 -1.064
H 2.512 0.632 -0.586
H 1.959 1.360 -2.123
H 1.592 -0.296 -1.744
H 0.508 1.403 0.404
H 0.000 2.047 -1.099
H -2.585 0.695 -1.864
C -1.239 -0.017 1.999
C -0.522 -0.658 1.084
C 0.659 -1.543 1.277
H -0.901 -0.007 3.026
H -2.111 0.563 1.743
H -1.134 -0.954 0.060
H 1.375 -1.070 1.949
H 1.149 -1.757 0.327
H 0.361 -2.493 1.722
*
```

No. 3
Molecular formula: C6H12O2
Method: DFT, wB97M-V/def2-TZVPD

Results
ΔE to the lowest compared entry with this formula, charge and spin, kJ/mol: 418.87
Electronic energy, eV: -10507.966
Structure (SMILES): C=CC(=C)C=C.O.O
Strongest force on any atom, eV/Å: 5.153
Frontier orbital gap, Ha: 0.322

Geometry as ORCA input:
```
! wB97M-V def2-TZVPD RIJCOSX def2/J DEFGRID3
* xyz 0 1
C -1.188 1.040 -1.236
C -0.161 1.276 -0.377
C 0.412 0.106 0.381
C -0.262 -0.921 1.017
C 1.800 0.385 0.497
C 2.637 -0.069 1.459
H -1.375 1.939 -1.739
H -1.793 0.226 -1.111
H 0.357 2.218 -0.259
H 0.386 -1.829 1.150
H -1.318 -1.029 1.235
H 2.276 1.050 -0.255
H 3.621 0.392 1.372
H 2.482 -0.832 2.218
O 0.442 -1.683 -2.735
H 1.230 -1.343 -2.363
H 0.086 -0.977 -3.229
O -2.904 0.303 1.327
H -3.535 0.126 1.978
H -2.149 0.197 1.813
*
```

No. 4
Molecular formula: C6H12O2
Method: DFT, wB97M-V/def2-TZVPD

Results
ΔE to the lowest compared entry with this formula, charge and spin, kJ/mol: 289.89
Electronic energy, eV: -10509.303
Structure (SMILES): C=C/C=C/C=C.O.O
Strongest force on any atom, eV/Å: 2.324
Frontier orbital gap, Ha: 0.337

Geometry as ORCA input:
```
! wB97M-V def2-TZVPD RIJCOSX def2/J DEFGRID3
* xyz 0 1
C -2.772 -1.421 -0.685
C -1.554 -0.993 -1.014
C -0.749 -0.099 -0.149
C 0.565 -0.143 -0.018
C 1.341 0.878 0.710
C 2.636 1.120 0.509
H -3.296 -1.992 -1.438
H -3.223 -1.258 0.283
H -1.134 -1.228 -1.984
H -1.366 0.638 0.346
H 1.292 -0.907 -0.259
H 0.774 1.635 1.253
H 3.197 0.432 -0.117
H 3.145 2.009 0.853
O -0.490 2.572 -1.219
H 0.463 2.459 -1.331
H -0.900 2.062 -1.923
O 0.660 -2.169 2.339
H 0.487 -2.342 1.415
H 0.924 -1.252 2.430
*
```

No. 5
Molecular formula: C6H12O2
Method: DFT, wB97M-V/def2-TZVPD

Results
ΔE to the lowest compared entry with this formula, charge and spin, kJ/mol: 500.49
Electronic energy, eV: -10507.120
Strongest force on any atom, eV/Å: 2.789
Frontier orbital gap, Ha: 0.231

Geometry as ORCA input:
```
! wB97M-V def2-TZVPD RIJCOSX def2/J DEFGRID3
* xyz 0 1
O 2.403 -1.419 0.013
C 1.635 -1.886 0.934
C 0.644 -0.661 1.511
C -0.709 -0.685 1.092
C -1.245 0.277 0.187
C -0.701 1.416 -0.256
C -1.357 2.258 -1.299
H 2.167 -2.161 1.851
H 0.732 -0.721 2.600
H 1.052 0.285 1.176
H 1.021 -2.725 0.637
H -1.310 -1.587 1.059
H -2.127 -0.027 -0.300
H 0.050 1.950 0.308
H -1.420 3.286 -0.933
H -2.388 1.944 -1.396
H -0.901 2.281 -2.279
H 1.440 -0.948 -1.249
H 0.158 -0.172 -1.628
O 0.856 -0.706 -2.027
*
```

No. 6
Molecular formula: C6H12O2
Method: DFT, wB97M-V/def2-TZVPD

Results
ΔE to the lowest compared entry with this formula, charge and spin, kJ/mol: 274.08
Electronic energy, eV: -10500.258
Strongest force on any atom, eV/Å: 4.195
<S²>: 0.792
Frontier orbital gap (alpha / beta), Ha: 0.325 / 0.238

Geometry as ORCA input:
```
! wB97M-V def2-TZVPD RIJCOSX def2/J DEFGRID3
* xyz 1 2
C -1.648 -1.487 -0.604
C -2.314 -2.640 -0.325
C -0.548 0.618 0.054
C -1.160 -0.590 0.382
C 0.533 2.551 0.903
C 0.519 1.218 0.963
H -1.727 -1.179 -1.689
H -2.687 -3.224 -1.212
H -2.618 -3.052 0.688
H -0.513 0.981 -0.986
H -0.973 -1.163 1.338
H 0.034 3.205 0.258
H 1.145 3.134 1.526
H 0.995 0.581 1.728
H 2.842 1.554 3.867
H 2.063 2.385 2.856
O 2.287 2.271 3.817
H 1.141 -2.345 -5.499
H 1.833 -1.998 -4.353
O 0.985 -1.883 -4.662
*
```

No. 7
Molecular formula: C6H12O3Si
Method: DFT, wB97M-V/def2-TZVPD

Results
ΔE to the lowest compared entry with this formula, charge and spin, kJ/mol: 54.22
Electronic energy, eV: -20436.286
Structure (SMILES): C=C(O[SiH2]C)C(=O)OCC
Strongest force on any atom, eV/Å: 6.468
Frontier orbital gap, Ha: 0.375

Geometry as ORCA input:
```
! wB97M-V def2-TZVPD RIJCOSX def2/J DEFGRID3
* xyz 0 1
C -0.523 -3.088 -1.835
C -0.700 -2.000 -1.182
O -0.591 -2.236 0.287
Si -0.058 -1.359 1.568
C 1.747 -0.766 1.278
C -0.856 -0.645 -1.635
O -1.116 -0.407 -2.796
O -0.600 0.281 -0.667
C -0.739 1.689 -1.044
C -0.365 2.673 0.031
H -0.259 -3.978 -1.321
H -0.428 -2.951 -2.901
H -0.132 -2.527 2.542
H -0.853 -0.182 1.966
H 2.448 -1.600 1.234
H 1.910 -0.193 0.390
H 2.067 -0.148 2.099
H -0.094 1.838 -1.957
H -1.795 1.844 -1.312
H -0.999 3.573 0.016
H -0.599 2.284 1.046
H 0.715 3.001 0.137
*
```

No. 8
Molecular formula: C6H12O4S2
Method: DFT, wB97M-V/def2-TZVPD

Results
ΔE to the lowest compared entry with this formula, charge and spin, kJ/mol: 314.40
Electronic energy, eV: -36272.198
Strongest force on any atom, eV/Å: 4.713
Frontier orbital gap (alpha / beta), Ha: 0.278 / 0.267

Geometry as ORCA input:
```
! wB97M-V def2-TZVPD RIJCOSX def2/J DEFGRID3
* xyz 0 1
C -0.886 -0.724 0.282
C -1.537 -1.666 -2.370
C -0.093 2.242 0.320
C 2.338 -0.497 0.268
C -2.579 -1.252 -1.325
C 0.351 1.211 1.270
O -0.322 -1.750 0.428
O 2.444 0.569 2.733
O 2.936 2.027 0.823
O -1.831 -0.256 -0.343
S -0.391 1.229 2.832
S 2.125 0.969 1.369
H -1.823 -2.500 -2.965
H -1.242 -0.853 -3.072
H -0.610 -1.877 -1.927
H -1.207 2.388 0.414
H 0.007 1.911 -0.763
H 0.441 3.201 0.607
H 1.585 -0.651 -0.605
H 3.311 -0.394 -0.167
H 2.367 -1.331 0.864
H -2.717 -2.093 -0.489
H -3.432 -0.706 -1.648
H 0.768 0.803 3.464
*
```

> Look up the ΔE to the lowest compared entry with this formula, charge and spin of the fourth one.

289.89 kJ/mol

> Which value of ΔE to the lowest compared entry with this formula, charge and spin does entry 3 give?

418.87 kJ/mol

> Number 5 is which compound?

C6H12O2